# 1
{"formula": "C24H22Cl2DyF3I2N2O4S", "method": "the ωB97M-V functional and the def2-TZVPD basis", "species": ["C", "H", "H", "H", "H", "H", "C", "H", "O", "C", "C", "C", "C", "C", "Dy", "H", "I", "H", "O", "F", "C", "Cl", "H", "C", "H", "H", "C", "H", "Cl", "H", "H", "I", "C", "C", "H", "C", "H", "C", "C", "F", "N", "C", "C", "C", "O", "H", "C", "O", "C", "C", "H", "H", "C", "N", "F", "H", "H", "C", "C", "S", "H"], "coordinates": [[-2.140, -0.248, 4.449], [1.924, 2.662, -3.069], [3.424, 3.300, -2.357], [-1.735, -2.792, 0.903], [6.918, -0.106, -3.617], [-2.186, 1.837, -4.077], [-1.762, 1.518, -3.125], [-1.256, 3.017, 4.648], [1.538, 0.466, -1.256], [-2.482, -1.699, 2.406], [6.047, -1.082, -5.963], [3.831, -0.513, -4.907], [0.814, -1.273, 2.317], [1.830, -1.423, 3.260], [-0.707, 0.128, -0.462], [5.578, 0.826, -1.754], [-1.743, 1.144, 7.123], [0.351, -3.137, 1.465], [-0.626, 3.631, -2.995], [-1.782, -1.646, -1.290], [5.844, -0.064, -3.692], [-0.701, 0.118, -3.334], [-2.339, -1.098, 5.084], [3.722, 0.502, -2.750], [3.599, -0.542, 4.093], [2.002, 0.018, -3.925], [5.103, 0.454, -2.650], [-2.601, -2.498, 3.156], [-3.018, 1.008, -1.994], [-3.408, -1.622, 1.825], [1.881, 3.410, -1.468], [-1.086, 3.452, 1.508], [-0.856, 2.605, -2.397], [1.616, 0.786, 1.720], [6.382, -2.093, -5.730], [-1.829, 0.977, 5.014], [1.476, 1.676, 1.116], [-0.160, -2.405, 2.104], [3.079, 0.006, -3.868], [0.378, -1.837, -0.883], [-1.404, -2.006, 1.457], [5.219, -0.545, -4.838], [2.787, -0.436, 3.390], [-1.623, 1.915, 2.856], [-2.121, 0.644, 0.939], [3.387, 1.509, 2.678], [-2.002, 0.718, 2.222], [-0.445, 2.195, -1.288], [2.673, 0.704, 2.606], [-2.220, -0.387, 3.080], [1.879, -2.319, 3.861], [5.494, -1.107, -6.898], [2.478, 2.812, -2.149], [0.713, -0.183, 1.553], [-0.887, -3.593, -0.853], [3.332, -0.906, -5.781], [-0.344, -2.901, 3.073], [-1.545, 2.072, 4.220], [-0.646, -2.517, -1.660], [2.834, 1.205, -1.340], [6.931, -0.464, -6.108]], "lowdin_charge": [-0.1193, 0.0617, 0.0625, 0.0984, 0.1157, 0.0827, -0.8850, 0.0852, -0.6655, -0.1387, -0.0462, -0.0195, -0.2274, -0.0014, 1.4426, 0.1066, 0.8065, 0.1323, 0.0690, -0.2771, -0.0376, 0.7296, 0.0977, -0.3772, 0.1123, 0.0774, -0.0848, 0.1249, 0.7107, 0.1367, 0.0529, 1.0624, -0.7982, -0.1630, 0.0883, -0.7179, 0.0639, -0.1416, -0.0523, -0.2004, -0.0805, -0.2679, -0.0384, -0.5810, -0.3417, 0.1112, -0.4753, -0.3359, -0.0355, -0.1583, 0.1192, 0.0781, -0.1860, 0.0272, -0.0261, 0.1179, 0.1302, -0.2187, -0.2869, 1.0007, 0.0809], "e_above_lowest_kcal_mol": 18.36, "e_tot_ev": -120735.024, "spin_multiplicity": 6, "orbital_gap_ev": [8.056, 8.049], "lumo_ha": [0.00800, 0.00791], "max_force_ev_per_a": 2.0, "charge": 0}


# 2
{"formula": "C15H13Br2FeN5O2Se", "method": "the ωB97M-V functional and the def2-TZVPD basis", "species": ["O", "H", "N", "Br", "H", "C", "C", "C", "H", "N", "N", "C", "N", "H", "C", "H", "C", "C", "Se", "C", "C", "C", "H", "H", "O", "H", "Fe", "H", "Br", "H", "C", "N", "C", "C", "C", "C", "H", "H", "H"], "coordinates": [[0.963, -2.100, 1.592], [1.722, -4.305, 2.102], [-5.353, 3.431, -0.039], [0.512, 0.751, 2.928], [2.957, 1.313, 2.953], [-1.344, 2.368, -0.002], [-2.780, -0.943, 0.146], [-3.712, 1.634, 0.056], [0.256, -5.058, 2.169], [-3.549, 5.289, -0.156], [-1.887, 0.065, 0.167], [0.475, -2.646, 0.591], [-0.052, 1.939, -0.022], [-4.819, -1.566, 0.085], [0.903, 2.871, -0.165], [-2.390, -1.947, 0.151], [-4.104, 3.034, -0.018], [-0.678, 4.661, -0.213], [-5.317, 5.198, -0.143], [-4.145, -0.720, 0.100], [2.407, 0.453, 2.588], [0.628, 4.228, -0.261], [1.431, -4.243, -0.428], [2.689, -0.479, 3.059], [-0.168, -1.953, -0.269], [-0.934, 5.712, -0.276], [0.131, -0.129, 0.457], [1.447, 4.923, -0.381], [2.760, 0.279, 0.676], [-5.685, 0.789, 0.027], [-3.111, 4.055, -0.085], [1.052, -4.860, 1.557], [-1.695, 3.711, -0.092], [-2.356, 1.339, 0.099], [0.642, -4.124, 0.317], [-4.623, 0.575, 0.067], [-0.271, -4.558, -0.086], [1.490, -5.758, 1.327], [1.924, 2.537, -0.230]], "lowdin_charge": [-0.0501, 0.1749, -0.1902, 0.8703, 0.0417, -0.1400, -0.0537, -0.0475, 0.1912, -0.1898, 0.0091, -0.5996, -0.0227, 0.1371, -0.1138, 0.1159, -0.3387, 0.0853, 1.3014, 0.0236, -0.8020, 0.0232, 0.1674, 0.0299, -0.0788, 0.1473, 0.9143, 0.1387, 0.8871, 0.1479, -0.3369, 0.2309, -0.0466, -0.1280, -0.0013, 0.0909, 0.1614, 0.1947, 0.0554], "e_above_lowest_kcal_mol": 7.69, "e_tot_ev": -267103.682, "spin_multiplicity": 6, "orbital_gap_ev": [7.306, 4.452], "lumo_ha": [-0.34909, -0.45324], "max_force_ev_per_a": 0.8, "charge": 3}


# 3
{"formula": "CH2NP", "method": "the ωB97M-V functional and the def2-TZVPD basis", "species": ["C", "H", "H", "P", "N"], "coordinates": [[-0.628, -1.260, -0.862], [0.737, 1.078, -1.015], [0.004, -0.255, 1.825], [-0.079, -0.464, 0.444], [-0.033, 0.901, -0.391]], "lowdin_charge": [-0.1881, -0.0211, -0.0398, 0.5255, -0.2764], "e_above_lowest_kcal_mol": 134.98, "e_tot_ev": -11841.291, "orbital_gap_ev": 8.085, "lumo_ha": -0.03917, "max_force_ev_per_a": 1.6, "charge": 0}


# 4
{"formula": "C22H25ClFeN2OS", "method": "the ωB97M-V functional and the def2-TZVPD basis", "species": ["C", "N", "C", "H", "H", "C", "C", "C", "C", "H", "C", "C", "C", "H", "H", "H", "C", "C", "C", "S", "H", "H", "H", "H", "C", "C", "H", "C", "H", "C", "H", "H", "C", "H", "Fe", "N", "O", "H", "H", "H", "H", "H", "C", "H", "Cl", "H", "C", "C", "H", "H", "C", "H", "C"], "coordinates": [[2.147, 2.210, -0.349], [-2.279, -2.470, 3.351], [-2.744, 3.871, -5.515], [-0.518, -1.788, -0.812], [2.727, 4.263, 0.139], [-1.046, -1.926, 3.220], [-0.793, 4.718, -7.264], [-0.272, -2.692, -0.338], [-1.897, 1.562, -5.523], [2.611, 3.880, 2.690], [-2.766, 5.151, -6.052], [3.576, -1.847, 5.040], [-0.976, -2.660, 0.992], [3.460, -0.821, 4.630], [-0.721, -3.493, -0.919], [-1.304, 0.791, -5.964], [1.740, 0.996, 0.228], [3.220, -2.886, 3.996], [3.744, -4.287, 4.122], [-0.268, -1.159, 4.435], [4.376, -4.396, 4.998], [0.813, -2.833, -0.138], [2.155, 2.376, -1.415], [-2.757, 1.365, -4.915], [2.403, 3.167, 1.921], [-1.793, 2.872, -5.931], [-2.834, -2.216, 4.186], [2.478, 3.268, 0.525], [4.678, -1.923, 5.310], [-4.361, -3.524, 2.490], [2.972, -5.066, 4.261], [-4.725, -3.393, 3.498], [-0.839, 3.366, -6.872], [-2.771, -3.671, 0.272], [1.443, -1.009, 2.407], [-0.415, -2.088, 2.052], [2.554, -2.623, 2.990], [-3.368, 3.744, -4.647], [1.327, 0.181, -0.480], [-4.959, -2.704, 2.057], [-4.672, -4.446, 1.990], [4.294, -4.497, 3.240], [-1.752, 5.616, -6.874], [-0.112, 2.592, -7.187], [-1.761, 7.294, -7.303], [-3.527, 5.770, -5.652], [1.633, 0.846, 1.602], [2.043, 1.875, 2.448], [1.986, 1.814, 3.497], [0.080, 5.064, -7.790], [-2.918, -3.123, 2.295], [2.916, -1.859, 5.955], [-2.230, -3.253, 1.103]], "lowdin_charge": [-0.0850, 0.1237, -0.0309, 0.0796, 0.1029, -0.8645, -0.1012, 0.0166, 0.0725, 0.0906, -0.1175, -0.0052, -0.2589, 0.0800, 0.0913, 0.0536, -0.1709, -0.4082, 0.0101, 0.7444, 0.0870, 0.1068, 0.0962, 0.0521, -0.0638, -0.3300, 0.1714, -0.0911, 0.1193, 0.0071, 0.1128, 0.0828, -0.0210, 0.1315, 0.7404, 0.0135, -0.0611, 0.1060, 0.0988, 0.1107, 0.1043, 0.0881, -0.6833, 0.1183, 0.6833, 0.0941, -0.2844, -0.1435, 0.0600, 0.1041, -0.1840, 0.1185, 0.0321], "e_above_lowest_kcal_mol": 9.52, "e_tot_ev": -85984.322, "spin_multiplicity": 6, "orbital_gap_ev": [5.074, 7.048], "lumo_ha": [-0.13475, -0.13764], "max_force_ev_per_a": 3.5, "charge": 1}


Repeat the fourth record exactly.
{"formula": "C22H25ClFeN2OS", "method": "the ωB97M-V functional and the def2-TZVPD basis", "species": ["C", "N", "C", "H", "H", "C", "C", "C", "C", "H", "C", "C", "C", "H", "H", "H", "C", "C", "C", "S", "H", "H", "H", "H", "C", "C", "H", "C", "H", "C", "H", "H", "C", "H", "Fe", "N", "O", "H", "H", "H", "H", "H", "C", "H", "Cl", "H", "C", "C", "H", "H", "C", "H", "C"], "coordinates": [[2.147, 2.210, -0.349], [-2.279, -2.470, 3.351], [-2.744, 3.871, -5.515], [-0.518, -1.788, -0.812], [2.727, 4.263, 0.139], [-1.046, -1.926, 3.220], [-0.793, 4.718, -7.264], [-0.272, -2.692, -0.338], [-1.897, 1.562, -5.523], [2.611, 3.880, 2.690], [-2.766, 5.151, -6.052], [3.576, -1.847, 5.040], [-0.976, -2.660, 0.992], [3.460, -0.821, 4.630], [-0.721, -3.493, -0.919], [-1.304, 0.791, -5.964], [1.740, 0.996, 0.228], [3.220, -2.886, 3.996], [3.744, -4.287, 4.122], [-0.268, -1.159, 4.435], [4.376, -4.396, 4.998], [0.813, -2.833, -0.138], [2.155, 2.376, -1.415], [-2.757, 1.365, -4.915], [2.403, 3.167, 1.921], [-1.793, 2.872, -5.931], [-2.834, -2.216, 4.186], [2.478, 3.268, 0.525], [4.678, -1.923, 5.310], [-4.361, -3.524, 2.490], [2.972, -5.066, 4.261], [-4.725, -3.393, 3.498], [-0.839, 3.366, -6.872], [-2.771, -3.671, 0.272], [1.443, -1.009, 2.407], [-0.415, -2.088, 2.052], [2.554, -2.623, 2.990], [-3.368, 3.744, -4.647], [1.327, 0.181, -0.480], [-4.959, -2.704, 2.057], [-4.672, -4.446, 1.990], [4.294, -4.497, 3.240], [-1.752, 5.616, -6.874], [-0.112, 2.592, -7.187], [-1.761, 7.294, -7.303], [-3.527, 5.770, -5.652], [1.633, 0.846, 1.602], [2.043, 1.875, 2.448], [1.986, 1.814, 3.497], [0.080, 5.064, -7.790], [-2.918, -3.123, 2.295], [2.916, -1.859, 5.955], [-2.230, -3.253, 1.103]], "lowdin_charge": [-0.0850, 0.1237, -0.0309, 0.0796, 0.1029, -0.8645, -0.1012, 0.0166, 0.0725, 0.0906, -0.1175, -0.0052, -0.2589, 0.0800, 0.0913, 0.0536, -0.1709, -0.4082, 0.0101, 0.7444, 0.0870, 0.1068, 0.0962, 0.0521, -0.0638, -0.3300, 0.1714, -0.0911, 0.1193, 0.0071, 0.1128, 0.0828, -0.0210, 0.1315, 0.7404, 0.0135, -0.0611, 0.1060, 0.0988, 0.1107, 0.1043, 0.0881, -0.6833, 0.1183, 0.6833, 0.0941, -0.2844, -0.1435, 0.0600, 0.1041, -0.1840, 0.1185, 0.0321], "e_above_lowest_kcal_mol": 9.52, "e_tot_ev": -85984.322, "spin_multiplicity": 6, "orbital_gap_ev": [5.074, 7.048], "lumo_ha": [-0.13475, -0.13764], "max_force_ev_per_a": 3.5, "charge": 1}


Copy entry 4 word for word.
{"formula": "C22H25ClFeN2OS", "method": "the ωB97M-V functional and the def2-TZVPD basis", "species": ["C", "N", "C", "H", "H", "C", "C", "C", "C", "H", "C", "C", "C", "H", "H", "H", "C", "C", "C", "S", "H", "H", "H", "H", "C", "C", "H", "C", "H", "C", "H", "H", "C", "H", "Fe", "N", "O", "H", "H", "H", "H", "H", "C", "H", "Cl", "H", "C", "C", "H", "H", "C", "H", "C"], "coordinates": [[2.147, 2.210, -0.349], [-2.279, -2.470, 3.351], [-2.744, 3.871, -5.515], [-0.518, -1.788, -0.812], [2.727, 4.263, 0.139], [-1.046, -1.926, 3.220], [-0.793, 4.718, -7.264], [-0.272, -2.692, -0.338], [-1.897, 1.562, -5.523], [2.611, 3.880, 2.690], [-2.766, 5.151, -6.052], [3.576, -1.847, 5.040], [-0.976, -2.660, 0.992], [3.460, -0.821, 4.630], [-0.721, -3.493, -0.919], [-1.304, 0.791, -5.964], [1.740, 0.996, 0.228], [3.220, -2.886, 3.996], [3.744, -4.287, 4.122], [-0.268, -1.159, 4.435], [4.376, -4.396, 4.998], [0.813, -2.833, -0.138], [2.155, 2.376, -1.415], [-2.757, 1.365, -4.915], [2.403, 3.167, 1.921], [-1.793, 2.872, -5.931], [-2.834, -2.216, 4.186], [2.478, 3.268, 0.525], [4.678, -1.923, 5.310], [-4.361, -3.524, 2.490], [2.972, -5.066, 4.261], [-4.725, -3.393, 3.498], [-0.839, 3.366, -6.872], [-2.771, -3.671, 0.272], [1.443, -1.009, 2.407], [-0.415, -2.088, 2.052], [2.554, -2.623, 2.990], [-3.368, 3.744, -4.647], [1.327, 0.181, -0.480], [-4.959, -2.704, 2.057], [-4.672, -4.446, 1.990], [4.294, -4.497, 3.240], [-1.752, 5.616, -6.874], [-0.112, 2.592, -7.187], [-1.761, 7.294, -7.303], [-3.527, 5.770, -5.652], [1.633, 0.846, 1.602], [2.043, 1.875, 2.448], [1.986, 1.814, 3.497], [0.080, 5.064, -7.790], [-2.918, -3.123, 2.295], [2.916, -1.859, 5.955], [-2.230, -3.253, 1.103]], "lowdin_charge": [-0.0850, 0.1237, -0.0309, 0.0796, 0.1029, -0.8645, -0.1012, 0.0166, 0.0725, 0.0906, -0.1175, -0.0052, -0.2589, 0.0800, 0.0913, 0.0536, -0.1709, -0.4082, 0.0101, 0.7444, 0.0870, 0.1068, 0.0962, 0.0521, -0.0638, -0.3300, 0.1714, -0.0911, 0.1193, 0.0071, 0.1128, 0.0828, -0.0210, 0.1315, 0.7404, 0.0135, -0.0611, 0.1060, 0.0988, 0.1107, 0.1043, 0.0881, -0.6833, 0.1183, 0.6833, 0.0941, -0.2844, -0.1435, 0.0600, 0.1041, -0.1840, 0.1185, 0.0321], "e_above_lowest_kcal_mol": 9.52, "e_tot_ev": -85984.322, "spin_multiplicity": 6, "orbital_gap_ev": [5.074, 7.048], "lumo_ha": [-0.13475, -0.13764], "max_force_ev_per_a": 3.5, "charge": 1}


- Among the records above, which one has the highest charge?
  C15H13Br2FeN5O2Se